Formula: C31H53As2CrN5O10P2
Source: OMol25
Level of theory: the ωB97M-V functional and the def2-TZVPD basis

Geometry (Å):
Cr -1.70 0.49 1.82
C 1.67 -0.44 2.68
P 0.38 0.84 2.97
C 1.37 2.38 3.02
C -0.01 0.60 4.75
C 0.95 0.23 5.68
C 0.61 0.03 7.01
C -0.71 0.19 7.41
C -1.68 0.58 6.50
C -1.34 0.80 5.17
P -2.50 1.40 3.90
C -2.30 3.22 4.00
C -4.15 1.22 4.66
H 2.67 -0.06 2.90
H 1.65 -0.75 1.64
H 1.50 -1.31 3.31
H 2.10 2.31 3.83
H 0.74 3.25 3.18
H 1.91 2.51 2.08
H 1.98 0.09 5.37
H 1.37 -0.25 7.73
H -0.98 0.01 8.45
H -2.70 0.70 6.84
H -2.13 3.53 5.03
H -3.21 3.71 3.64
H -1.46 3.55 3.39
H -4.22 1.84 5.56
H -4.36 0.18 4.92
H -4.91 1.57 3.96
N -1.73 2.31 0.58
N -2.33 1.74 -0.60
C -1.78 0.46 -0.90
O -2.18 -0.10 -1.91
O -0.98 -0.01 0.00
H -2.29 3.12 0.84
H -0.80 2.64 0.34
H -2.30 2.35 -1.42
N -2.18 -3.49 -1.33
C -2.46 -2.71 -0.08
C -2.15 -3.53 1.17
C -2.42 -2.70 2.42
N -1.44 -1.57 2.53
C -3.86 -2.21 2.44
C -4.29 -1.48 1.18
N -3.76 -0.09 1.16
C -3.90 -2.25 -0.09
H -1.68 -4.35 -1.14
H -1.52 -2.93 -1.98
H -3.04 -3.74 -1.83
H -1.79 -1.85 -0.12
H -1.11 -3.87 1.16
H -2.79 -4.42 1.21
H -2.28 -3.35 3.29
H -0.61 -1.81 1.99
H -1.13 -1.51 3.50
H -4.02 -1.57 3.31
H -4.51 -3.09 2.57
H -5.38 -1.44 1.18
H -4.37 0.46 1.77
H -3.91 0.31 0.23
H -4.08 -1.62 -0.96
H -4.56 -3.12 -0.15
C -1.73 -1.97 -4.84
O -0.80 -0.99 -4.37
C -0.16 -1.24 -3.24
O -0.31 -2.28 -2.61
C 0.67 -0.13 -2.75
C 1.06 0.91 -3.56
As 2.05 0.19 -5.08
C 3.25 1.68 -5.50
C 3.39 -0.68 -3.84
C 3.38 -0.78 -2.51
As 1.82 -0.61 -1.25
C 2.40 1.12 -0.53
C 4.50 -1.30 -1.64
O 4.33 -2.29 -0.98
O 5.59 -0.55 -1.44
C 5.77 0.71 -2.09
C 4.56 -1.25 -4.59
O 5.62 -1.54 -4.11
O 4.26 -1.43 -5.88
C 5.29 -2.05 -6.68
C 0.86 2.32 -3.11
O 0.37 2.63 -2.05
O 1.18 3.19 -4.06
C 0.95 4.58 -3.76
H -1.96 -1.69 -5.86
H -2.64 -1.92 -4.24
H -1.30 -2.96 -4.81
H 2.72 2.38 -6.13
H 4.09 1.25 -6.05
H 3.61 2.18 -4.61
H 2.57 1.87 -1.30
H 3.32 0.95 0.03
H 1.62 1.48 0.15
H 6.72 1.09 -1.72
H 4.97 1.41 -1.81
H 5.82 0.59 -3.17
H 4.87 -2.14 -7.67
H 5.54 -3.02 -6.27
H 6.18 -1.42 -6.69
H 1.42 5.13 -4.56
H 1.37 4.84 -2.80
H -0.12 4.78 -3.75

Computed properties:
LUMO (alpha / beta), eV: -5.8 / -5.8
Molecular weight, g/mol: 919.58
Net charge: +2

Atom charges from the Mulliken analysis, given in e for atoms 1 to 2: -1.150 -1.484